19
Properties=species:S:1:pos:R:3:mulliken_charge:R:1 method="wB97M-V/def2-TZVPD" mol_weight_da=109.172 total_energy_ha=-327.89147 e_homo_ev=-9.0 largest_force_ha_per_bohr=0.102 relative_energy_kj_mol=515.9
H 0.39251 2.70652 -0.71671 0.244
N 0.65989 1.94747 -0.09465 -0.504
C 0.14863 0.79810 0.04440 -0.085
C -1.24858 0.66208 -0.84591 -0.822
C -2.31328 0.78951 -1.39507 1.136
C -3.72546 0.96655 -1.99491 -1.163
C 1.31101 0.00797 1.15479 0.428
C 2.62713 -0.31056 0.38537 -1.117
C 0.68092 -1.32012 1.67016 -1.440
H -3.82078 1.54933 -2.80990 0.337
H -4.25761 0.01791 -2.16459 0.296
H -4.39421 1.31204 -1.19106 0.283
H 1.52117 0.84330 1.74594 0.380
H 2.59042 -0.03001 -0.72666 0.271
H 2.85284 -1.31802 0.51552 0.371
H 3.48456 0.29852 0.69461 0.296
H 1.33747 -1.78219 2.56983 0.312
H 0.63560 -2.15630 0.95069 0.359
H -0.29832 -1.20478 2.04045 0.418



22
Properties=species:S:1:pos:R:3:mulliken_charge:R:1 method="wB97M-V/def2-TZVPD" mol_weight_da=138.194 total_energy_ha=-437.69125 e_homo_ev="-10.5 / -14.2" spin_multiplicity=3 largest_force_ha_per_bohr=0.172 s2=2.02 total_charge=+1 relative_energy_kj_mol=235.5
C -1.24168 1.39469 -0.37205 -1.143
C 0.14892 1.85477 -0.15661 0.230
C -1.48501 0.22733 0.11924 0.597
C 0.58080 -0.90369 -1.20006 -0.920
C -0.22146 -1.70519 -0.13487 -0.474
C 2.55098 1.77604 0.10694 -0.925
C -2.23051 -1.52329 1.47769 -0.942
N 1.30240 1.17160 -0.17494 0.903
N 1.63236 0.12177 -0.74127 -0.840
N -1.28091 -0.90105 0.58318 0.006
H -1.86458 1.93615 -1.06992 0.408
H 0.34356 2.87493 0.06007 0.481
H 1.16024 -1.63441 -1.83230 0.337
H -0.08730 -0.42294 -1.92548 0.485
H -0.68829 -2.51076 -0.66956 0.392
H 0.35282 -2.24378 0.65370 0.367
H 3.22774 1.02163 -0.27770 0.373
H 2.83537 2.59010 -0.58278 0.347
H 2.69885 2.00045 1.20629 0.299
H -3.00874 -0.82516 1.65734 0.375
H -2.79362 -2.25190 0.82472 0.353
H -1.93194 -2.04727 2.44837 0.293



38
Properties=species:S:1:pos:R:3:mulliken_charge:R:1 method="wB97M-V/def2-TZVPD" mol_weight_da=235.253 total_energy_ha=-882.44612 e_homo_ev=-6.2 largest_force_ha_per_bohr=0.018 total_charge=-1 relative_energy_kj_mol=0.0
O -0.15220 0.38590 -0.09486 -0.820
H -0.47831 0.86670 0.67141 0.136
C 1.29407 3.01210 2.13599 -0.521
O 0.42782 3.08333 1.00245 -0.533
H 1.48162 4.03581 2.45511 0.258
H 0.85267 2.42639 2.94817 0.216
H 2.24546 2.54941 1.85127 0.226
H 0.45570 2.23334 0.52930 0.309
C -1.96099 -1.33249 2.62159 -0.486
C -0.54456 -1.88253 2.57258 -0.279
O 0.44302 -0.92998 2.30638 -0.500
O -2.58911 -1.17685 1.36155 -0.575
H -1.90249 -0.34981 3.11503 0.241
H -2.60109 -1.99036 3.21118 0.392
H -0.50344 -2.70016 1.83479 0.251
H -0.34514 -2.35086 3.54136 0.403
H 0.26131 -0.45657 1.45886 0.371
H -1.98572 -0.72703 0.75064 0.363
C 2.82220 -1.19019 -1.08930 -0.349
C 1.97004 -2.21801 -0.37343 -0.261
O 0.62491 -2.21305 -0.80513 -0.568
O 2.58931 0.11460 -0.60981 -0.574
H 2.56853 -1.20289 -2.16127 0.167
H 3.87933 -1.45838 -1.00361 0.370
H 2.01374 -2.00259 0.70547 0.183
H 2.37242 -3.22934 -0.48768 0.419
H 0.17074 -1.45306 -0.39619 0.220
H 1.61597 0.21431 -0.49642 0.269
C -1.06165 1.17554 -3.49975 -0.259
C -2.34356 0.89791 -2.72557 -0.566
O -2.34703 1.57805 -1.47698 -0.620
O 0.01227 0.40920 -3.01999 -0.571
H -0.81558 2.24243 -3.44795 0.218
H -1.25943 0.92406 -4.55062 0.340
H -2.40140 -0.17935 -2.53582 0.240
H -3.21105 1.26095 -3.27870 0.367
H -1.56116 1.26999 -0.97456 0.345
H -0.03721 0.36350 -2.04549 0.179



47
Properties=species:S:1:pos:R:3:mulliken_charge:R:1 method="wB97M-V/def2-TZVPD" mol_weight_da=267.054 total_energy_ha=-1097.38652 e_homo_ev=-7.0 largest_force_ha_per_bohr=0.101 total_charge=-1 relative_energy_kj_mol=107.9
B 0.19212 0.11824 -0.02210 1.656
H -0.39923 0.94838 -0.78733 -0.312
H -0.45571 -0.92140 0.07964 -0.567
H 1.32687 -0.15249 -0.47059 -0.584
H 0.43211 0.56684 1.06979 -0.348
O 2.92775 -1.35399 2.34385 -0.620
H 2.41293 -1.08850 1.55463 0.263
H 2.45599 -2.06427 2.75744 0.293
O 2.98441 -2.17461 -2.26428 -0.565
H 3.42262 -2.04524 -3.14774 0.291
H 2.56071 -1.40147 -2.10467 0.239
O -0.72560 -1.89561 3.09287 -0.624
H -0.42158 -1.58422 2.23680 0.216
H -0.12461 -2.62245 3.39847 0.297
O -0.03348 0.21976 -4.02796 -0.768
H 0.31981 -0.32907 -4.70341 0.288
H 0.52262 0.18721 -3.21877 0.300
O -0.34538 -2.09304 -2.55357 -0.636
H -0.12286 -1.52184 -3.31675 0.345
H -0.41034 -1.50107 -1.79516 0.024
O -0.69579 3.90741 0.24228 -0.635
H -1.04669 4.24169 1.10593 0.279
H -1.25435 3.14639 0.06697 0.325
O 3.16096 1.83239 1.87541 -0.637
H 3.32932 1.78698 0.96745 0.350
H 2.34924 1.34099 1.88049 0.269
O -2.81807 -2.39322 1.36829 -0.721
H -2.87195 -1.45752 1.16922 0.446
H -2.51580 -2.52547 2.25815 0.299
O -0.73714 -4.03100 0.37344 -0.676
H -1.47183 -3.37162 0.54926 0.409
H -0.01798 -3.63564 -0.09777 0.292
O -3.08252 0.22413 1.19576 -0.777
H -2.44570 0.68219 1.68790 0.307
H -3.90209 0.33194 1.71184 0.268
O -3.33806 2.02107 -0.79468 -0.695
H -2.66049 1.86769 -1.40648 0.317
H -3.13058 1.43148 -0.08425 0.524
O -2.18797 2.05346 -3.17860 -0.683
H -1.61629 1.33715 -3.43925 0.337
H -1.61162 2.76836 -3.46183 0.307
O 1.03315 0.43039 3.89188 -0.654
H 0.69243 -0.09625 3.20065 0.289
H 1.94865 0.32826 4.14695 0.323
O 2.80122 2.82350 -0.77110 -0.600
H 3.19703 3.52867 -1.30353 0.256
H 2.37378 2.13542 -1.27556 0.295



54
Properties=species:S:1:pos:R:3:mulliken_charge:R:1 method="wB97M-V/def2-TZVPD" mol_weight_da=476.546 total_energy_ha=-967.55166 e_homo_ev=-10.6 largest_force_ha_per_bohr=0.009 total_charge=+1 relative_energy_kj_mol=0.0
Pt 0.12137 -0.14498 -0.03405 1.356
C -0.86820 -2.55476 1.64270 -1.133
C -2.08611 -1.76192 1.17621 -0.594
N -1.78652 -0.96576 -0.04692 -0.525
C -2.83752 0.07808 -0.30383 -0.690
C -2.53582 1.44835 0.31188 -0.830
N -1.44696 2.08061 -0.39236 0.015
C -0.74816 3.23701 0.13150 -1.167
C 0.47129 2.90736 1.00788 -0.279
C 1.74718 2.37406 0.32618 -0.624
N 1.89554 0.89190 0.11094 -0.462
C 2.63389 0.20998 1.20462 -0.893
C 1.75015 0.09704 2.44117 -0.713
N 0.39946 -0.42167 2.07401 -0.630
C 0.08889 -1.79382 2.55986 -0.540
H -0.32249 -2.89313 0.75901 0.371
H -1.19661 -3.44940 2.17331 0.424
H -2.43007 -1.06764 1.94772 0.351
H -2.92126 -2.42967 0.95764 0.521
H -1.79659 -1.59338 -0.84715 0.453
H -3.78821 -0.30144 0.07648 0.491
H -2.93014 0.19042 -1.38455 0.379
H -2.27365 1.32269 1.36980 0.227
H -3.46348 2.03703 0.29806 0.497
H -1.62390 2.13715 -1.38412 0.192
H -1.40731 3.90516 0.69836 0.368
H -0.39772 3.80905 -0.73026 0.416
H 0.17232 2.25977 1.83613 -0.015
H 0.77752 3.84634 1.47866 0.426
H 2.60339 2.67025 0.93865 0.375
H 1.86780 2.86127 -0.64193 0.439
H 2.40147 0.75474 -0.75897 0.449
H 3.55843 0.74250 1.44212 0.480
H 2.88658 -0.78690 0.84486 0.417
H 1.63855 1.06475 2.92862 0.346
H 2.22236 -0.56923 3.16320 0.508
H -0.28781 0.20894 2.47376 0.342
H -0.32052 -1.72079 3.57074 0.411
H 1.02587 -2.34510 2.62698 0.432
C -1.14812 -0.87334 -5.19175 -1.598
C 0.03118 -0.03351 -4.68331 1.954
C 1.34315 -0.60064 -5.24142 -1.574
C -0.13798 1.41976 -5.14521 -1.574
C 0.06493 -0.08041 -3.20913 -0.079
C 0.10129 -0.13618 -1.99892 -1.084
H -1.19759 -0.82649 -6.28110 0.402
H -2.09215 -0.50068 -4.79044 0.333
H -1.03514 -1.91710 -4.89709 0.386
H 1.33621 -0.55256 -6.33199 0.389
H 1.47321 -1.64074 -4.94196 0.371
H 2.19788 -0.02926 -4.87756 0.358
H -0.16439 1.46478 -6.23533 0.420
H 0.69120 2.03685 -4.79618 0.355
H -1.06846 1.84363 -4.76287 0.349



15
Properties=species:S:1:pos:R:3:mulliken_charge:R:1 method="wB97M-V/def2-TZVPD" mol_weight_da=103.120 total_energy_ha=-366.18311 e_homo_ev="-14.2 / -14.2" largest_force_ha_per_bohr=0.117 total_charge=+1 relative_energy_kj_mol=431.8
C -1.56928 0.56657 1.09501 0.185
C -0.34222 -0.60184 -0.65537 0.407
C -1.67326 2.00566 0.92334 -0.988
C 2.27954 -1.50356 -1.12966 -0.666
N -1.09093 -0.18791 0.25877 0.026
N 1.58937 -0.54739 -0.29423 -0.372
F -0.69205 -1.27003 -1.65640 -0.129
H -1.96059 0.25073 2.04824 0.365
H -1.36535 2.28417 -0.08335 0.319
H -2.70648 2.39505 1.08802 0.333
H -1.24679 2.53958 1.71321 0.320
H 3.32934 -1.44667 -0.82993 0.322
H 2.13430 -1.25335 -2.18282 0.277
H 1.70919 -2.44703 -1.00957 0.295
H 1.60521 -0.78399 0.71476 0.305